Entry 1:
C6H23NO6 | ωB97M-V/def2-TZVPD

LUMO level, eV: 0.525
Energy relative to the best compared isomer or geometry (same formula, charge and spin), kJ/mol: 456.6
SMILES string: CN(C)CCCC=O.O.O.O.O.O
Net charge: 0

CARTESIAN COORDINATES (ANGSTROEM)
C -1.11626 0.16048 1.45233
C -2.34772 1.16749 1.55197
C -2.73489 1.50227 0.10715
O -2.21784 2.17076 -0.77823
C 0.13949 0.83398 0.91627
N 1.40372 0.05216 1.17985
C 1.77652 0.16993 2.64178
C 2.62214 0.56423 0.41657
H -1.39928 -0.54673 0.62820
H -0.76972 -0.27066 2.39717
H -3.21825 0.83373 2.04008
H -2.05280 2.11261 2.03591
H -3.75090 1.02976 -0.30127
H 0.24043 1.85075 1.47566
H 0.30971 0.63523 -0.21656
H 2.41710 1.02624 2.84486
H 0.82737 0.22415 3.15495
H 2.42609 -0.67255 2.91923
H 3.05743 -0.20818 -0.14599
H 3.36530 1.13147 1.08869
H 2.35154 1.31657 -0.34752
H -0.21289 -1.47720 -2.95811
H -0.59936 -2.75299 -2.32528
O -0.82522 -2.05218 -2.95398
H 0.36840 2.81969 -2.21151
H -0.53297 1.90992 -1.32869
O 0.38312 2.04732 -1.56538
H 1.19054 -2.41856 -0.04422
H 0.54322 -3.83694 -0.50371
O 0.89680 -3.01513 -0.89108
H -1.71820 -1.83361 -1.20627
H -3.01283 -1.39382 -1.84833
O -2.69284 -1.76229 -0.91178
H 1.39174 0.28926 -2.26960
H 2.22303 -0.98902 -2.04505
O 1.26828 -0.61815 -1.99812

Forces on the atoms, in the same order (eV/Å):
-0.41 0.13 -1.26
2.51 1.00 -1.57
-2.72 -0.54 -2.17
0.42 -0.49 1.84
2.42 -0.18 -1.02
1.47 0.70 1.96
0.12 -0.85 -1.53
-1.21 2.17 0.97
0.13 -0.17 1.51
-1.11 -0.38 -0.10
-0.86 -0.93 0.56
0.16 -0.24 -0.08
1.54 0.42 1.39
-0.08 -0.94 -1.83
-1.52 1.74 1.97
-0.39 0.59 0.01
0.29 -0.19 0.82
-0.63 -0.11 0.19
0.97 -1.21 -0.21
-0.96 -1.21 -0.85
-0.29 -0.26 0.45
7.48 6.42 0.29
0.54 0.44 -0.42
-7.89 -7.02 -0.23
-0.08 -1.50 1.23
-0.69 0.27 0.20
1.14 2.06 -2.38
-1.25 -1.92 -2.97
0.36 0.45 0.01
0.79 1.31 3.27
-1.98 0.10 0.78
0.70 -1.25 3.04
1.03 1.30 -3.68
-0.26 0.83 0.01
-2.55 0.64 0.09
2.81 -1.21 -0.31

Here are the Löwdin charges for atoms 1 to 2, given in e: C -0.15; C -0.11



Entry 2:
C36H87N5O2 | ωB97M-V/def2-TZVPD

LUMO level (alpha / beta), eV: -2.502 / -6.967
<S²>: 0.754
Spin multiplicity: 2
Net charge: +1

CARTESIAN COORDINATES (ANGSTROEM)
C -7.58848 1.70293 -1.40058
C -6.86771 0.36527 -1.48059
N -5.60819 0.57831 -2.16889
C -5.64343 1.01898 -3.58486
C -6.24253 0.01774 -4.53666
C -4.56302 1.29487 -1.33624
C -4.03165 0.48426 -0.06729
H -8.00897 1.92019 -2.38246
H -7.05489 2.55878 -0.98720
H -8.42528 1.53736 -0.72203
H -6.53975 -0.09512 -0.54861
H -7.61572 -0.29904 -1.91335
H -6.13213 1.99318 -3.59917
H -4.68040 1.13339 -4.08246
H -7.32386 -0.11732 -4.51271
H -5.98842 0.36639 -5.53765
H -5.81357 -0.96368 -4.33443
H -4.80619 2.32450 -1.07389
H -3.68472 1.45342 -1.96198
H -3.16925 1.01189 0.34013
H -3.77899 -0.54728 -0.31260
H -4.81197 0.59080 0.68628
C 0.01330 -1.08911 -6.78531
C 1.17238 -0.97285 -5.81634
N 1.02430 -1.73436 -4.57017
C -0.02038 -1.28910 -3.64276
C 0.38104 0.13190 -2.94715
C 0.94880 -3.16651 -4.81979
C 2.33140 -3.54327 -5.28045
H -0.19575 -2.04807 -7.25943
H 0.24479 -0.51068 -7.67970
H -0.84009 -0.65760 -6.26221
H 2.08908 -1.16096 -6.37524
H 1.31641 0.07314 -5.54565
H -0.93424 -1.17942 -4.22665
H -0.23091 -2.03976 -2.88100
H -0.44339 0.47979 -2.32474
H 1.32478 0.02112 -2.41311
H 0.44015 0.95764 -3.65619
H 0.16903 -3.47072 -5.51801
H 0.74104 -3.73123 -3.91093
H 2.45473 -4.58305 -4.97758
H 3.04729 -2.96816 -4.69322
H 2.62343 -3.43720 -6.32524
C -1.96698 0.89385 6.50162
C -0.51029 0.44784 6.70630
N 0.42101 1.28835 5.88572
C 0.39791 2.63509 6.39396
C 1.28030 3.82595 5.85161
C 1.77308 0.69430 5.80862
C 1.66336 -0.62965 5.08034
H -2.66420 0.14601 6.87940
H -2.23959 1.03375 5.45556
H -2.26600 1.72857 7.13561
H -0.39157 0.57518 7.78231
H -0.51456 -0.59631 6.39351
H -0.63685 2.94742 6.25313
H 0.61825 2.68164 7.46045
H 2.36234 3.70298 5.89809
H 1.06447 4.01085 4.79931
H 0.90080 4.66218 6.43880
H 2.00915 0.50590 6.85594
H 2.50209 1.42023 5.44853
H 0.80484 -0.79086 4.42838
H 1.79532 -1.57243 5.61122
H 2.41867 -0.64909 4.29470
C -1.16443 -6.55711 3.14125
C -1.92374 -5.59896 3.99633
N -2.28896 -4.26596 3.52971
C -1.14953 -3.36585 3.25510
C -1.54098 -2.15757 2.30717
C -3.29310 -3.74138 4.40101
C -2.74176 -3.37050 5.84189
H -0.12299 -6.31793 2.92609
H -1.68318 -6.49140 2.18486
H -1.30405 -7.57008 3.51877
H -2.90926 -6.06012 4.06102
H -1.45269 -5.55940 4.97849
H -0.39044 -3.88488 2.66987
H -0.60599 -3.02662 4.13691
H -2.21534 -1.43436 2.76575
H -2.13949 -2.66754 1.55230
H -0.69047 -1.73405 1.77298
H -3.73315 -2.85453 3.94500
H -4.18970 -4.35941 4.44827
H -3.61989 -2.94817 6.33039
H -2.46240 -4.27225 6.38677
H -1.98799 -2.58476 5.79141
C 5.69597 -1.16037 -5.23378
C 4.89383 -0.25603 -4.36007
N 5.46740 1.14606 -4.25823
C 4.86005 1.90751 -5.43502
C 5.46315 3.23696 -5.69484
C 5.09703 1.79492 -2.97496
C 3.64073 1.64253 -2.48817
H 5.12753 -2.05306 -5.49471
H 6.53369 -1.56585 -4.66640
H 6.16700 -0.70537 -6.10510
H 3.80835 -0.22701 -4.45492
H 5.00372 -0.58767 -3.32757
H 4.82228 1.31306 -6.34788
H 3.80245 2.08679 -5.24149
H 4.95761 3.64632 -6.56947
H 5.33251 3.85980 -4.80992
H 6.52585 3.13188 -5.91333
H 5.42602 2.83408 -2.97389
H 5.68088 1.28139 -2.21108
H 3.19218 2.44326 -3.07616
H 3.63247 1.79972 -1.40960
H 3.19259 0.68804 -2.76427
C 4.73917 3.09516 1.31779
C 3.52485 2.37346 1.87243
O 3.17808 1.34214 1.33390
C 2.80403 3.06432 3.00785
H 5.65901 2.58160 1.59756
H 4.79026 4.11373 1.70247
H 4.66698 3.13190 0.23080
H 3.36148 3.25283 3.92536
H 1.99461 2.37770 3.25582
H 2.17603 3.93208 2.80604
C -0.42294 1.64159 2.10118
C -0.17843 2.93751 1.32689
O -0.20905 3.93698 1.92167
C 0.51515 2.89156 -0.05644
H -0.38176 0.73783 1.49322
H -1.40453 1.68823 2.57279
H 0.25751 1.47368 2.93598
H -0.20437 3.03395 -0.86274
H 1.03003 1.95782 -0.28258
H 1.29043 3.62870 -0.26541

Forces on the atoms, in the same order (eV/Å):
-0.85 0.34 0.60
0.58 -0.63 0.57
0.67 2.73 -0.39
0.24 -0.90 -0.44
-1.05 -0.50 -0.06
1.93 -1.81 0.17
-1.43 1.27 -0.86
0.07 0.23 0.11
0.29 -0.22 -0.23
-0.14 0.01 -0.06
-0.52 0.38 0.36
0.73 -0.33 -0.69
-0.15 0.11 0.12
0.63 0.40 1.31
-0.07 0.23 0.19
0.00 -0.32 -0.03
0.20 0.03 -0.32
-0.96 -0.17 0.09
-0.22 -0.33 -0.49
0.10 -0.07 -0.27
-0.11 0.13 0.10
0.14 -0.60 0.23
-0.06 0.65 -0.48
-0.01 0.20 0.16
-0.33 -0.29 0.80
0.80 2.43 -0.44
-1.04 -1.63 -1.04
0.75 0.57 -0.27
0.74 -1.36 0.35
-0.04 -0.38 0.78
-0.11 0.60 0.16
-0.48 -0.23 -0.57
0.28 -0.71 0.51
-0.31 0.15 0.09
-0.65 0.30 0.24
0.42 0.00 -0.02
0.08 -0.36 0.60
-0.33 0.08 0.10
0.43 -0.28 -0.40
-0.21 0.08 -0.32
0.02 0.38 0.27
0.42 -0.22 -0.41
-0.01 0.00 0.03
-0.49 0.02 -0.07
-0.64 -0.27 0.35
-1.04 1.16 -1.15
0.18 -0.44 -0.41
0.20 1.33 0.08
-1.05 -1.36 -0.72
-1.91 -0.40 1.57
1.21 -0.63 -1.87
0.20 -0.56 -0.05
0.18 0.32 -0.02
0.32 0.51 -0.44
0.89 -0.36 0.26
0.73 0.08 0.14
0.06 0.34 0.24
-0.15 -0.38 0.63
-0.09 -0.03 0.58
-0.21 0.14 0.00
0.51 0.18 -0.10
0.81 -0.19 0.28
-0.23 -0.25 -0.43
-0.66 0.58 0.47
0.03 0.36 0.55
0.56 -0.13 0.08
-0.15 0.50 -1.59
-0.61 -0.02 0.80
1.28 -0.30 -1.32
-0.24 0.76 -0.96
-0.58 -1.73 0.45
0.38 1.54 1.06
-1.85 -0.18 -1.13
0.09 -0.11 0.39
0.13 -0.40 -0.40
0.34 0.10 0.06
0.01 -0.24 0.68
-0.07 0.00 0.39
-0.19 -0.51 0.08
-0.16 0.15 0.40
0.41 0.28 0.14
-0.14 0.10 -0.29
0.06 0.24 0.49
0.34 0.50 -0.01
0.39 -0.68 0.22
0.12 0.10 0.44
0.34 0.31 0.01
0.16 -0.34 0.10
0.55 -0.84 -0.15
0.84 1.82 2.20
-1.63 0.12 -1.99
-0.31 -0.92 1.25
0.61 0.12 -0.10
0.56 -1.81 0.41
0.76 1.01 -1.24
-0.15 0.12 -0.40
0.13 0.19 0.14
-0.48 0.13 -0.16
-0.15 -0.12 -0.90
0.01 -0.53 0.12
0.58 -0.39 0.15
-0.49 -0.11 0.26
0.09 0.42 0.13
0.07 0.36 -0.29
0.05 0.18 0.01
-0.13 -0.04 -0.08
0.54 0.04 -0.06
-1.16 -0.02 0.58
-0.41 0.10 -0.12
0.19 0.17 0.23
-0.10 0.36 0.23
0.89 0.91 -0.93
-0.50 0.25 0.77
-1.57 -1.40 0.45
-0.02 -0.12 -0.04
0.08 0.00 -0.02
0.09 -0.12 0.02
0.42 0.00 -0.38
0.19 -0.32 0.50
0.76 0.49 -0.73
-0.96 -0.68 -0.66
2.91 -3.58 -1.30
-0.96 4.04 1.84
-0.31 -0.62 -0.69
0.00 0.06 -0.17
-0.15 0.08 0.00
0.22 0.46 -0.14
-0.30 -0.03 -0.04
-0.33 -0.35 0.36
-0.26 0.52 0.77

Here are the Löwdin charges for atoms 1 to 2, given in e: C -0.04; C -0.17